# 1
The following is a DFT calculation (ωB97M-V with the def2-TZVPD basis set) of a single C3H5N3S2 molecule at a distorted geometry.

## Properties
charge	0
2S+1	1
SMILES	CNc1n[nH]c(=S)s1
energy relative to the best compared isomer or geometry (same formula, charge and spin)	155.41	kJ/mol

Element x y z (Å)
C: -3.417 0.434 0.096
N: -2.391 -0.651 0.064
C: -1.140 -0.089 -0.135
N: -0.796 1.125 -0.053
N: 0.539 1.224 -0.089
C: 1.405 0.179 0.047
S: 2.951 0.046 0.115
S: 0.191 -1.163 -0.118
H: -3.368 1.144 0.991
H: -4.485 -0.036 0.219
H: -3.303 1.085 -0.726
H: -2.559 -1.619 0.420
H: 0.895 2.266 -0.369

Results of the Mulliken charge analysis, in e, for atoms 1 through 8: number 1, C, carries -0.73; number 2, N, carries -0.24; number 3, C, carries 0.48; number 4, N, carries -0.62; number 5, N, carries 0.04; number 6, C, carries 0.31; number 7, S, carries -0.40; number 8, S, carries -0.20

***

# 2
The following is a DFT calculation (ωB97M-V with the def2-TZVPD basis set) of a single C4H9NO molecule.

## Properties
charge	0
2S+1	1
SMILES	CN(C)CC=O
energy relative to the best compared isomer or geometry (same formula, charge and spin)	214.18	kJ/mol

Element x y z (Å)
C: -1.280 -0.585 0.364
N: -0.235 0.165 -0.280
C: -0.616 1.517 -0.601
C: 1.039 -0.468 -0.519
C: 1.641 -0.849 0.840
O: 1.832 -0.028 1.704
H: -2.081 -0.868 -0.339
H: -1.748 0.006 1.167
H: -0.890 -1.496 0.827
H: -1.076 1.998 0.280
H: 0.233 2.137 -0.899
H: -1.375 1.559 -1.404
H: 1.727 0.222 -1.025
H: 1.016 -1.376 -1.159
H: 1.811 -1.932 1.046

Results of the Mulliken charge analysis, in e, for atoms 1 through 8: number 1, C, carries -1.03; number 2, N, carries 0.12; number 3, C, carries -0.92; number 4, C, carries -0.48; number 5, C, carries -0.01; number 6, O, carries -0.47; number 7, H, carries 0.31; number 8, H, carries 0.34

***

# 3
The following is a DFT calculation (ωB97M-V with the def2-TZVPD basis set) of a molecular structure, C5H10NO2 at a distorted geometry.

## Properties
charge	-1
2S+1	1
energy relative to the best compared isomer or geometry (same formula, charge and spin)	423.56	kJ/mol

Element x y z (Å)
C: -0.002 0.596 0.106
N: 0.064 1.672 -0.845
C: -1.308 2.256 -1.214
O: -1.857 1.669 -2.257
C: 0.617 -0.716 -0.406
C: 0.397 -1.898 0.497
C: 0.999 -1.907 1.835
O: 1.814 -1.089 2.250
H: 0.477 0.863 1.061
H: -1.041 0.387 0.402
H: 0.345 1.304 -1.753
H: -1.884 2.139 -0.256
H: -1.110 3.345 -1.352
H: 0.165 -0.897 -1.385
H: 1.698 -0.573 -0.596
H: 0.064 -2.841 0.117
H: -0.264 -1.467 1.406
H: 0.827 -2.843 2.390

Results of the Mulliken charge analysis, in e, for atoms 1 through 8: number 1, C, carries -0.69; number 2, N, carries -0.39; number 3, C, carries -0.29; number 4, O, carries -0.86; number 5, C, carries -0.30; number 6, C, carries -0.58; number 7, C, carries -0.12; number 8, O, carries -0.57

***

# 4
The following is a DFT calculation (ωB97M-V with the def2-TZVPD basis set) of a molecular structure, C28H21BCo2F3NO8 at a distorted geometry.

## Properties
charge	0
2S+1	1

Element x y z (Å)
O: -1.466 1.341 -4.018
C: -1.942 0.949 -3.041
Co: -2.699 0.583 -1.506
C: -3.648 -0.894 -1.701
O: -4.397 -1.762 -1.860
C: -1.414 0.494 -0.346
O: -0.559 0.530 0.452
C: -3.089 2.467 -0.890
C: -2.106 3.423 -1.500
C: -0.779 3.387 -1.035
C: 0.232 3.992 -1.774
C: -0.069 4.705 -2.944
C: -1.393 4.743 -3.405
C: -2.430 4.154 -2.671
C: -4.340 2.107 -1.517
C: -4.993 2.171 -2.709
Co: -4.416 2.072 0.347
C: -3.392 2.031 1.818
O: -2.602 2.017 2.661
C: -5.420 0.562 0.731
O: -6.000 -0.425 0.877
C: -5.588 3.421 0.699
O: -6.276 4.353 0.780
H: -0.551 2.844 -0.113
H: 1.255 3.906 -1.411
H: 0.739 5.212 -3.497
H: -1.623 5.254 -4.345
H: -3.462 4.230 -3.040
H: -6.090 2.103 -2.645
H: -4.427 2.579 -3.572
C: 4.778 -2.115 -1.220
C: 4.841 -2.689 0.186
C: 4.907 -4.207 0.183
C: 6.060 -2.126 0.911
O: 3.630 -2.270 0.923
C: 2.421 -2.671 0.437
N: 1.300 -2.268 1.193
C: -0.042 -2.605 0.858
B: -0.733 -3.379 -0.424
F: -2.087 -3.328 -0.096
F: -0.462 -2.578 -1.538
F: -0.244 -4.680 -0.424
C: -0.845 -1.992 1.774
C: -0.041 -1.312 2.749
C: 1.308 -1.499 2.394
C: 2.347 -0.888 3.110
C: 1.983 -0.112 4.223
C: 0.632 0.074 4.585
C: -0.401 -0.519 3.845
O: 2.257 -3.334 -0.573
H: 4.733 -1.018 -1.167
H: 5.663 -2.408 -1.800
H: 3.886 -2.508 -1.718
H: 4.957 -4.575 1.217
H: 4.015 -4.597 -0.317
H: 5.794 -4.557 -0.362
H: 6.139 -2.516 1.932
H: 6.977 -2.423 0.384
H: 6.046 -1.031 0.935
H: -1.925 -2.023 1.864
H: 3.378 -1.047 2.794
H: 2.770 0.363 4.823
H: 0.370 0.690 5.446
H: -1.464 -0.402 4.050

Results of the Mulliken charge analysis, in e, for atoms 1 through 8: number 1, O, carries -0.22; number 2, C, carries -0.03; number 3, Co, carries 0.77; number 4, C, carries 0.05; number 5, O, carries -0.25; number 6, C, carries 0.18; number 7, O, carries -0.38; number 8, C, carries 1.83

***

no.,total energy (Ha)
1,-1077.8979
2,-287.7509
3,-401.6655
4,-4826.2467